The following is a DFT calculation (ωB97M-V/def2-TZVPD) of a structure of composition C38H43LiN2O4 at a distorted geometry.

Calculated values
DFT total energy, Ha: -1890.9427

Last column: Mulliken charge in e.
Geometry (Å):
C 1.95428 -3.65409 2.54279  -0.4982
C 2.09029 -2.33547 2.46636  -0.1059
C 2.51541 -0.76043 2.49166  -0.3532
C 3.18953 -0.26808 1.11159  0.7524
C 4.59550 -0.92446 0.69836  0.1180
C 5.28508 -2.07538 1.63482  -1.2874
C 5.36191 -0.51006 -0.65052  0.7295
C 6.76008 -1.15822 -1.16001  -1.3741
C 6.33593 -2.48769 -2.02183  0.6778
C 6.39834 -3.99066 -1.40518  -0.8900
N 5.88067 -2.39736 -3.28435  -0.6739
C 4.71593 0.60710 -1.55828  -1.1829
C 3.32502 1.24200 -1.13171  0.1286
C 2.51549 0.81663 0.18625  0.1804
C 1.06857 1.51605 0.48938  0.4032
O 0.13695 0.92861 1.13179  -0.5270
C 0.90652 3.00581 -0.14633  0.3970
C -0.06060 4.06031 0.51292  0.2315
C -0.92878 3.84156 1.84800  -0.6063
C -2.50544 3.96231 1.48189  -0.7515
C -3.08056 2.70714 0.64052  -0.0428
C -4.11221 1.77085 1.51353  -0.6920
C -3.34973 0.43737 2.02557  0.3747
C -4.25847 -0.55691 2.91636  -0.9299
C -5.39364 -1.35062 2.06894  -0.6333
C -4.76731 -2.69030 1.35581  -0.1905
C -5.65684 -3.21347 0.10861  -0.6482
C -4.77364 -3.66896 -1.18086  -0.4810
C -4.47436 -2.43359 -2.21115  -0.7867
C -3.63456 -1.21931 -1.55471  0.0381
N -2.17707 -1.56272 -1.43538  0.5188
C -1.49144 -2.62281 -0.68404  -0.1876
C 0.08985 -2.56310 -0.90756  -0.5658
C 0.36074 -1.35128 -1.90458  -0.6639
C -1.09975 -0.82574 -2.14178  -0.3903
C -0.19611 5.48004 -0.20604  -0.7688
C 0.57893 5.88977 -1.51743  0.1981
C 0.28956 7.35223 -2.12955  0.1974
O 0.23805 8.35463 -1.32476  -0.6341
O 0.06725 7.46900 -3.53039  -0.7030
C 1.58611 4.85060 -2.15130  -0.8077
C 1.71597 3.43485 -1.44623  0.3171
C 2.74578 2.39036 -2.13630  0.3832
O 3.11239 2.46962 -3.35326  -0.5921
H 2.01306 -4.73801 2.95492  0.3249
H 3.34481 -0.65330 3.30873  0.3633
H 1.63676 -0.11377 2.85429  0.3541
H 4.56493 -2.99249 1.56452  0.1693
H 6.29013 -2.45516 1.18361  0.1715
H 5.43483 -1.70947 2.71952  0.3381
H 7.46049 -1.47587 -0.29542  0.3456
H 7.30897 -0.41680 -1.87611  0.3919
H 6.46497 -4.80925 -2.23050  0.3309
H 7.28423 -4.05074 -0.67027  0.2659
H 5.41538 -4.15615 -0.79856  0.1750
H 5.89431 -1.37432 -3.48222  0.2699
H 5.26548 0.92482 -2.52434  0.3536
H -0.69709 4.75688 2.53871  0.3928
H -0.65590 2.91062 2.46259  0.1734
H -3.17771 4.06991 2.43246  0.4491
H -2.71858 4.92777 0.86273  0.2840
H -3.70668 3.05993 -0.27580  0.4223
H -2.21630 2.02745 0.27233  -0.1673
H -4.62508 2.37384 2.35525  0.3184
H -4.97338 1.41606 0.80574  0.2218
H -2.48328 0.80256 2.71929  0.2408
H -2.94215 -0.11042 1.09749  -0.3410
H -3.56280 -1.38179 3.36457  0.3045
H -4.76793 -0.03299 3.80439  0.3880
H -5.90979 -0.69943 1.27328  0.2555
H -6.16271 -1.75241 2.84150  0.3646
H -3.72496 -2.36550 0.96661  -0.1395
H -4.58684 -3.48427 2.16933  0.4438
H -6.34337 -2.34755 -0.23897  0.2542
H -6.27083 -4.14063 0.42543  0.3544
H -5.41706 -4.43845 -1.77818  0.3339
H -3.80888 -4.23385 -0.87791  0.2206
H -5.50024 -2.06993 -2.63577  0.3715
H -3.89928 -2.87341 -3.12165  0.3240
H -3.71673 -0.31415 -2.28600  0.3831
H -4.07921 -0.83138 -0.55043  -0.3971
H -2.00478 -3.39252 -0.00724  0.2391
H 0.85923 -3.28340 -0.41756  0.3443
H 1.36667 -1.00486 -2.33060  0.4206
H -1.42607 0.03951 -2.82135  0.2974
H -0.92806 6.25452 0.24514  0.3949
H 2.19525 5.06946 -3.11125  0.3632
Li 5.64661 1.10283 1.05611  0.9529

---

The following is a DFT calculation (ωB97M-V/def2-TZVPD) of the molecule C4H8N2 at a distorted geometry.

Calculated values
Energy relative to the best compared isomer or geometry (same formula, charge and spin), kcal per mole: 55.5
DFT total energy, Ha: -266.6336
Structure (SMILES): C1=NNCCC1

Last column: Mulliken charge in e.
Geometry (Å):
C 0.26085 -1.51558 0.06217  -0.0710
N 1.47147 -1.14850 -0.06998  -0.5741
N 1.64995 0.24032 -0.36107  -0.1926
C 0.60440 1.09541 0.20742  -0.6534
C -0.90849 0.82026 -0.25755  -0.4779
C -1.09849 -0.82420 -0.11058  -0.5291
H 0.11222 -2.54279 0.09169  0.4123
H 2.54490 0.62103 -0.14686  0.2612
H 0.52472 0.77696 1.29402  0.3497
H 0.82136 2.24484 0.20108  0.3374
H -1.56103 1.48086 0.42881  0.3030
H -0.90356 1.06461 -1.38459  0.2672
H -1.79007 -1.28798 -0.86573  0.3626
H -1.72824 -1.02524 0.91117  0.2047